C37H28BCrF4N4O4P2 | the ωB97M-V functional and the def2-TZVPD basis

```
81
C37H28BCrF4N4O4P2 (the ωB97M-V functional and the def2-TZVPD basis)
Cr -1.0559 -0.5003 -0.5712
O -2.3606 3.2370 -0.5179
C -2.3335 1.9349 -0.9649
O -1.1061 1.3295 -0.7240
C -3.4207 1.1104 -0.2808
C -4.7509 1.3910 -0.0593
C -5.5151 0.4047 0.5589
C -4.9358 -0.7928 0.9694
C -3.5945 -0.9724 0.7186
N -2.9005 -0.0453 0.0833
C -2.6750 -2.1162 1.0936
O -3.0332 -3.0588 1.7423
O -1.4363 -1.8778 0.6788
H -1.4837 3.6187 -0.6526
H -5.1722 2.3428 -0.3560
H -6.5683 0.5805 0.7352
H -5.4991 -1.5690 1.4692
C 2.0828 -1.9782 0.0583
C 1.5210 -1.9739 1.5057
P 1.3517 -0.2620 2.2269
C 2.4275 -0.3859 3.7068
C 3.7667 -0.0307 3.5351
C 4.6681 -0.1455 4.5846
C 4.2333 -0.6004 5.8223
C 2.8984 -0.9343 6.0069
C 1.9979 -0.8289 4.9549
C -0.3285 -0.2546 2.9597
C -0.8418 1.0193 3.2321
C -2.1264 1.1782 3.7298
C -2.9297 0.0619 3.9380
C -2.4314 -1.2052 3.6749
C -1.1348 -1.3649 3.1971
P 1.3312 -0.7180 -1.0686
C 2.4721 0.7115 -1.0080
C 3.8214 0.5009 -1.2818
C 4.7124 1.5644 -1.2619
C 4.2574 2.8458 -0.9814
C 2.9121 3.0611 -0.7176
C 2.0215 1.9974 -0.7258
C 1.6639 -1.3362 -2.7566
C 1.6001 -2.6895 -3.0744
C 1.7204 -3.1070 -4.3923
C 1.8875 -2.1770 -5.4056
C 1.9504 -0.8244 -5.0974
C 1.8403 -0.4065 -3.7821
H 1.8857 -2.9564 -0.3776
H 3.1575 -1.7997 0.0570
H 2.1719 -2.5718 2.1397
H 0.5341 -2.4315 1.4832
H 4.0970 0.3470 2.5719
H 5.7057 0.1305 4.4420
H 4.9332 -0.6890 6.6441
H 2.5572 -1.2805 6.9749
H 0.9563 -1.0875 5.1069
H -0.2201 1.8884 3.0439
H -2.5061 2.1691 3.9470
H -3.9410 0.1832 4.3072
H -3.0497 -2.0797 3.8425
H -0.7625 -2.3650 3.0176
H 4.1760 -0.4930 -1.5316
H 5.7604 1.3917 -1.4746
H 4.9526 3.6768 -0.9702
H 2.5586 4.0621 -0.5016
H 0.9757 2.1479 -0.5016
H 1.4250 -3.4298 -2.3052
H 1.6643 -4.1629 -4.6263
H 1.9511 -2.5035 -6.4360
H 2.0736 -0.0901 -5.8836
H 1.8747 0.6519 -3.5562
N -2.6176 1.8725 -2.4083
C -2.9290 2.5510 -3.3125
C -3.2644 3.2733 -4.3987
C -4.6289 3.4426 -4.7904
N -5.7235 3.5851 -5.1178
C -2.2190 3.8880 -5.1616
N -1.3797 4.3838 -5.7749
F -1.2781 -0.4835 -3.0408
B -1.9687 -1.7150 -2.8625
F -2.0360 -2.4891 -3.9729
F -3.2123 -1.4112 -2.2794
F -1.1778 -2.3400 -1.7960
```

multiplicity = 2
total charge = 0
E_LUMO (spin up / spin down) = -1.52 / -1.08 eV
ΔE to the lowest compared entry with this formula, charge and spin = 152.83 kJ/mol
E = -111524.431 eV
largest force on an atom = 0.82 eV/Å
HOMO level (spin up / spin down) = -8.6 / -8.6 eV
Kohn-Sham gap (spin up / spin down) = 7.1 / 7.5 eV

These are the Löwdin partial charges, in e, on atoms 1 to 5: number 1, Cr, carries 0.8674; number 2, O, carries 0.1044; number 3, C, carries -0.5515; number 4, O, carries -0.2079; number 5, C, carries -0.1350